(1)
Formula: C6H7N3OS2
Source: OMol25
Level of theory: wB97M-V/def2-TZVPD

Values from the calculation:
HOMO (spin up / spin down)	-7.8 / -8.1	eV
gap between HOMO and LUMO (spin up / spin down)	0.2710 / 0.2294	Eh
energy	-34519.3840	eV
LUMO (spin up / spin down)	-0.016 / -0.067	Eh

CARTESIAN COORDINATES (ANGSTROEM)
C -2.602 -0.393 0.712
C -2.916 -0.477 -0.654
C -0.743 -0.500 -0.282
C 1.710 -0.789 0.103
C 1.190 1.141 1.308
C 0.566 -0.611 -0.725
N -1.290 -0.282 0.915
N -1.722 -0.706 -1.256
N 1.386 1.852 0.061
O 1.875 -0.109 1.371
S 2.854 -1.904 -0.280
S 2.720 2.115 -0.714
H -3.328 -0.431 1.451
H -3.806 -0.701 -1.081
H 1.446 1.789 2.133
H 0.068 0.904 1.356
H 0.647 -1.036 -1.745
H -1.603 -1.055 -2.259
H 3.548 1.194 -0.415

Forces on the atoms, in the same order (eV/Å):
C -0.5 0.9 -2.3
C 2.6 -1.2 2.4
C -0.6 -0.1 -1.3
C 0.8 0.0 2.1
C -2.0 -0.2 -1.1
C 1.0 -0.9 0.1
N 0.1 -1.0 -0.3
N -0.1 0.3 -1.4
N -1.4 -0.1 1.1
O -0.3 -0.6 -2.6
S -0.1 0.3 0.0
S -0.3 2.2 -1.3
H -0.9 0.4 1.5
H -2.5 -0.4 -1.3
H 0.5 -0.1 0.4
H 1.8 0.8 0.3
H 0.3 0.6 0.8
H 0.0 1.0 2.3
H 1.5 -1.9 0.9

Mulliken population analysis, charges in e, atoms 1 to 2: -0.3905, -0.3847


(2)
Formula: C6H7N5S
Source: OMol25
Level of theory: wB97M-V/def2-TZVPD

Values from the calculation:
structure (SMILES)	Cn1c(N)nc2[nH]cnc2c1=S
HOMO	-7.7	eV
gap between HOMO and LUMO	0.2977	Eh
energy	-24620.4038	eV
LUMO	0.014	Eh

CARTESIAN COORDINATES (ANGSTROEM)
C -0.453 -2.281 1.342
N -0.408 -1.053 0.571
C -0.441 -0.915 -0.840
N -1.002 -1.818 -1.649
N -0.145 0.196 -1.521
C 0.434 1.223 -0.756
N 1.009 2.340 -1.176
C 1.504 3.028 -0.107
N 1.041 2.510 0.988
C 0.431 1.310 0.592
C -0.044 0.124 1.255
S -0.549 0.254 2.843
H 0.394 -2.604 1.898
H -0.869 -3.043 0.807
H -1.244 -2.145 2.104
H -1.987 -1.995 -1.438
H -0.936 -1.514 -2.582
H 1.037 2.578 -2.157
H 2.227 3.807 -0.174

Forces on the atoms, in the same order (eV/Å):
C -2.3 1.4 1.6
N 2.0 1.6 -2.6
C 0.3 3.3 0.5
N -1.7 -3.1 0.7
N 1.3 0.6 2.0
C -1.4 -2.1 -0.7
N 1.1 0.7 -3.1
C -1.5 -0.6 0.5
N 0.8 -1.3 1.1
C 0.2 -1.0 0.1
C -1.9 1.2 2.9
S 0.7 -0.1 0.1
H 1.2 0.3 -0.1
H -0.5 -2.1 -2.1
H 0.5 0.2 -0.1
H 0.5 -0.4 0.2
H 0.2 0.4 -1.1
H 0.4 0.1 0.2
H -0.1 0.7 -0.1

Mulliken population analysis, charges in e, atoms 1 to 2: -1.1744, 0.1047


(3)
Formula: C6H7NO
Source: OMol25
Level of theory: wB97M-V/def2-TZVPD

Values from the calculation:
structure (SMILES)	C=COc1ccc[nH]1
HOMO	-7.6	eV
gap between HOMO and LUMO	0.3165	Eh
energy	-9870.7415	eV
LUMO	0.037	Eh

CARTESIAN COORDINATES (ANGSTROEM)
C -1.829 -1.781 -1.660
C -0.974 -0.757 -1.754
O -0.868 0.310 -0.869
C 0.113 0.405 -0.047
C 0.983 -0.560 0.358
C 1.640 -0.062 1.593
C 1.072 1.194 1.787
N 0.150 1.430 0.808
H -2.644 -1.922 -1.034
H -1.730 -2.610 -2.409
H -0.203 -0.702 -2.518
H 1.261 -1.448 -0.101
H 2.383 -0.587 2.077
H 1.171 1.902 2.676
H -0.374 2.240 0.947

Forces on the atoms, in the same order (eV/Å):
C 1.8 0.0 -2.3
C 0.4 -0.6 0.6
O -3.9 0.2 -3.0
C 1.6 -1.7 1.6
C 1.6 1.6 2.3
C -2.9 1.8 -3.0
C 1.5 -0.8 2.4
N 1.2 0.5 1.3
H -1.1 0.2 1.6
H 0.0 1.1 0.5
H 0.0 -0.2 0.0
H 0.0 -1.4 -0.9
H 1.3 -0.6 1.2
H -0.1 -1.0 -1.7
H -1.4 1.0 -0.8

Mulliken population analysis, charges in e, atoms 1 to 2: -0.6137, -0.1227


Respective relative energy (zero: lowest compared OMol25 entry of this formula, charge and spin) values: 44.0, 5.0, 44.2 kcal/mol.